(1)
# C36H92F2N6O13S2

A cluster of 10 separate species, C36H92F2N6O13S2 in total in a non-equilibrium geometry (the ωB97M-V functional and the def2-TZVPD basis, OMol25).

The value obtained for the relative energy (zero: lowest compared OMol25 entry of this formula, charge and spin) is 0.000 eV. The molar mass comes out at 919.29 g/mol. The value obtained for the frontier orbital gap is 7.41 eV. The LUMO energy is -0.4 eV.

Structure (XYZ):
```
151
C36H92F2N6O13S2 | OMol25 | the ωB97M-V functional and the def2-TZVPD basis
O 6.53 -25.06 10.06
H 7.27 -24.54 9.58
H 6.85 -25.25 10.96
H 5.66 -24.57 10.13
N 8.28 -23.48 8.81
S 9.25 -22.41 9.37
O 8.65 -21.62 10.41
O 10.31 -21.79 8.59
F 10.11 -23.42 10.29
S 7.77 -22.53 7.51
O 8.51 -22.81 6.32
O 7.38 -21.17 7.72
F 6.34 -23.25 7.36
C 11.71 -20.94 12.99
C 12.15 -22.27 13.59
O 13.40 -22.05 14.25
H 12.50 -20.44 12.43
H 11.51 -20.29 13.85
H 10.80 -21.02 12.39
H 12.31 -22.93 12.73
H 11.34 -22.63 14.23
H 13.69 -22.93 14.49
C 7.86 -27.99 7.57
C 8.47 -26.63 7.31
O 9.01 -26.13 8.53
H 8.43 -28.65 8.23
H 7.68 -28.60 6.68
H 6.83 -27.95 7.96
H 7.68 -25.95 6.98
H 9.25 -26.77 6.55
H 8.87 -25.17 8.51
C 1.56 -23.49 5.71
C 2.63 -23.41 6.79
O 1.96 -23.09 8.05
H 1.16 -22.51 5.47
H 0.81 -24.23 5.99
H 2.04 -23.89 4.81
H 3.47 -22.73 6.71
H 3.10 -24.38 7.02
H 1.57 -22.24 7.85
C 3.61 -26.50 11.17
C 3.16 -25.09 11.62
C 3.30 -25.08 13.14
C 3.18 -23.69 13.78
C 4.18 -22.70 13.19
C 4.14 -22.67 11.65
N 4.00 -24.02 11.08
O 4.10 -24.09 9.66
C 3.02 -21.73 11.16
C 5.49 -22.08 11.22
C 1.67 -24.96 11.23
H 3.01 -27.27 11.65
H 4.67 -26.71 11.33
H 3.48 -26.55 10.09
H 2.43 -25.61 13.54
H 4.19 -25.64 13.43
H 3.42 -23.86 14.83
H 2.17 -23.31 13.63
H 5.17 -22.73 13.64
H 3.77 -21.74 13.52
H 3.23 -20.69 11.42
H 2.97 -21.81 10.07
H 2.03 -22.04 11.48
H 6.33 -22.73 11.48
H 5.56 -21.83 10.16
H 5.64 -21.16 11.79
H 1.57 -24.85 10.15
H 1.23 -24.02 11.59
H 1.01 -25.76 11.55
H 3.19 -23.92 9.35
C 5.31 -14.65 10.43
C 5.63 -16.07 10.89
C 4.61 -16.99 10.18
C 4.97 -18.48 10.25
C 6.38 -18.72 9.68
C 7.42 -17.85 10.42
N 6.98 -16.46 10.52
O 7.96 -15.60 11.05
C 7.70 -18.49 11.80
C 8.67 -17.93 9.54
C 5.47 -16.12 12.42
H 5.03 -14.57 9.37
H 6.17 -13.98 10.50
H 4.53 -14.19 11.03
H 3.66 -16.87 10.71
H 4.57 -16.69 9.14
H 4.25 -19.04 9.64
H 4.87 -18.79 11.29
H 6.33 -18.42 8.63
H 6.70 -19.75 9.76
H 6.87 -19.05 12.23
H 8.48 -19.26 11.69
H 8.10 -17.74 12.49
H 8.53 -17.38 8.60
H 9.54 -17.46 10.00
H 8.86 -18.96 9.23
H 4.45 -15.94 12.77
H 6.09 -15.37 12.92
H 5.84 -17.07 12.78
H 8.52 -15.41 10.29
C 4.30 -20.15 6.50
C 4.65 -20.12 5.01
C 4.07 -21.24 4.14
O 4.67 -21.22 2.86
C 6.05 -21.52 2.86
N 4.30 -18.81 4.47
H 4.77 -19.34 7.05
H 4.58 -21.08 7.00
H 3.23 -20.04 6.72
H 5.73 -20.30 5.00
H 2.99 -21.15 4.09
H 4.28 -22.22 4.60
H 6.68 -20.72 3.27
H 6.40 -21.58 1.83
H 6.23 -22.48 3.35
H 4.42 -18.88 3.46
H 3.31 -18.62 4.62
C 17.52 -22.78 12.24
C 16.63 -23.66 11.39
C 15.20 -23.09 11.24
O 14.49 -23.85 10.29
C 13.51 -23.08 9.62
N 17.25 -23.78 10.03
H 17.62 -21.75 11.89
H 18.48 -23.26 12.38
H 17.10 -22.66 13.25
H 16.64 -24.65 11.84
H 15.24 -22.03 10.96
H 14.81 -23.10 12.27
H 12.77 -23.75 9.19
H 14.01 -22.43 8.89
H 13.01 -22.36 10.27
H 17.31 -22.82 9.69
H 16.49 -24.17 9.48
C 12.46 -20.62 6.08
C 11.39 -21.19 5.18
C 11.35 -20.62 3.79
O 11.29 -19.20 3.72
C 10.89 -18.79 2.45
N 11.27 -22.65 5.22
H 13.40 -20.75 5.53
H 12.46 -21.08 7.07
H 12.30 -19.55 6.21
H 10.45 -20.85 5.67
H 10.52 -21.08 3.25
H 12.29 -20.95 3.31
H 11.10 -17.73 2.30
H 9.81 -18.92 2.30
H 11.32 -19.33 1.59
H 10.30 -22.83 4.99
H 11.20 -22.85 6.22
```

Here are the Löwdin charges for atoms 1 to 99, given in e: 0.21, 0.09, 0.17, 0.10, -0.31, 0.47, -0.27, -0.24, -0.19, 0.55, -0.24, -0.24, -0.18, -0.08, -0.32, -0.09, 0.08, 0.08, 0.06, 0.10, 0.11, 0.08, -0.10, -0.30, -0.10, 0.08, 0.07, 0.06, 0.11, 0.11, 0.00, -0.07, -0.27, -0.13, 0.07, 0.08, 0.08, 0.07, 0.12, 0.09, -0.03, -0.51, -0.14, -0.16, -0.12, -0.48, -0.09, -0.04, -0.01, -0.03, -0.01, 0.09, 0.08, 0.08, 0.12, 0.12, 0.12, 0.11, 0.12, 0.12, 0.08, 0.07, 0.08, 0.08, 0.08, 0.08, 0.07, 0.07, 0.09, 0.06, -0.04, -0.52, -0.12, -0.18, -0.14, -0.49, -0.11, -0.01, -0.02, -0.03, -0.03, 0.08, 0.08, 0.08, 0.12, 0.11, 0.10, 0.09, 0.12, 0.08, 0.06, 0.07, 0.08, 0.09, 0.08, 0.07, 0.08, 0.09, 0.06



(2)
# C12H28ClFN2O5PS

A cluster of 2 separate species, C12H28ClFN2O5PS in total in a non-equilibrium geometry (the ωB97M-V functional and the def2-TZVPD basis, OMol25).

Its charge is +1. The molar mass comes out at 397.86 g/mol. The value obtained for the frontier orbital gap is 10.58 eV. The LUMO energy is -2.7 eV.

Structure (XYZ):
```
51
C12H28ClFN2O5PS | OMol25 | the ωB97M-V functional and the def2-TZVPD basis
C -0.98 -2.80 1.61
C -1.28 -4.30 1.23
C -0.91 -4.63 -0.28
Cl -1.81 -6.14 -0.72
N -1.20 -3.46 -1.14
P -0.16 -3.34 -2.53
O 0.88 -4.41 -2.63
O -0.98 -3.24 -3.96
O 0.64 -1.87 -2.35
S -2.85 -3.22 -1.50
O -2.94 -1.80 -1.92
O -3.40 -4.09 -2.54
F -3.76 -3.35 -0.15
H -0.52 -2.78 2.62
H -0.23 -2.34 0.92
H -1.95 -2.26 1.62
H -2.32 -4.61 1.46
H -0.62 -4.93 1.88
H 0.17 -4.90 -0.27
H -0.29 -3.09 -4.62
H -0.10 -1.25 -2.19
C -1.59 0.87 1.80
C -1.30 0.80 0.30
C 0.14 1.00 -0.14
N 0.77 2.37 0.12
C 1.98 2.46 -0.82
C 2.84 3.68 -0.56
C 3.30 3.76 0.88
C 2.11 3.68 1.83
C 1.26 2.45 1.56
C -0.20 3.46 -0.20
H -1.61 1.90 2.16
H -2.58 0.46 2.01
H -0.86 0.30 2.38
H -1.97 1.47 -0.24
H -1.58 -0.21 -0.03
H 0.18 0.86 -1.22
H 0.80 0.26 0.31
H 2.56 1.55 -0.67
H 1.59 2.47 -1.84
H 3.72 3.64 -1.22
H 2.31 4.60 -0.84
H 3.85 4.69 1.05
H 3.99 2.94 1.10
H 1.50 4.59 1.74
H 2.46 3.65 2.86
H 0.39 2.46 2.21
H 1.84 1.54 1.75
H -1.01 3.43 0.52
H -0.57 3.29 -1.21
H 0.29 4.42 -0.14
```

Quick look at the Löwdin charges, all values in e: -0.10, -0.25, -0.71, 0.68, -0.28, 0.54, -0.25, -0.12, -0.15, 0.69, -0.30, -0.25, -0.14, 0.08, 0.06, 0.07, 0.09, 0.12, 0.12, 0.10, 0.04, -0.09, -0.22, -0.13, -0.24, -0.10, -0.16, -0.18, -0.16, -0.10, 0.04, 0.06, 0.09, 0.08, 0.12, 0.09, 0.12, 0.14, 0.15, 0.14, 0.13, 0.12, 0.13, 0.13, 0.12, 0.13, 0.11, 0.14, 0.11, 0.12, 0.10



(3)
# C51H51GeKN5O3S4

A structure of composition C51H51GeKN5O3S4 in a non-equilibrium geometry (the ωB97M-V functional and the def2-TZVPD basis, OMol25).

The value obtained for the relative energy (zero: lowest compared OMol25 entry of this formula, charge and spin) is 0.000 eV. Its charge is -1. The molar mass comes out at 1021.98 g/mol. The value obtained for the frontier orbital gap is 5.73 eV. The LUMO energy is 1.7 eV.

Structure (XYZ):
```
116
C51H51GeKN5O3S4 | OMol25 | the ωB97M-V functional and the def2-TZVPD basis
K 11.97 11.95 16.80
S 10.54 10.68 19.60
S 8.52 10.33 19.28
S 7.41 11.90 20.07
S 7.83 13.49 18.87
O 13.42 16.87 23.59
C 13.72 16.90 22.24
O 14.08 17.91 21.72
C 13.62 15.62 21.55
C 12.79 14.58 21.92
C 12.75 13.44 21.10
C 13.53 13.35 19.98
C 14.28 14.43 19.54
C 14.37 15.57 20.35
N 13.53 12.18 19.23
C 13.66 11.04 19.81
C 13.51 9.79 19.07
C 13.69 8.50 19.69
C 13.63 7.37 18.89
C 13.39 7.51 17.52
C 13.13 8.76 17.01
N 13.22 9.88 17.78
H 13.18 15.99 23.88
H 12.15 14.63 22.79
H 12.07 12.61 21.33
H 14.81 14.38 18.60
H 14.98 16.44 20.11
H 13.89 10.97 20.89
H 13.96 8.54 20.73
H 13.89 6.43 19.35
H 13.30 6.64 16.85
H 12.82 8.93 15.96
C 9.27 17.85 13.65
C 10.09 17.38 12.41
C 9.71 17.75 11.15
C 10.44 17.33 10.02
C 11.52 16.52 10.22
C 11.95 16.12 11.48
C 11.22 16.54 12.59
N 11.56 16.11 13.89
C 11.90 14.79 14.26
N 13.22 14.57 14.08
C 13.84 13.45 14.73
C 14.69 13.78 15.84
C 15.35 12.66 16.36
C 15.17 11.34 15.86
C 14.33 11.08 14.77
C 13.60 12.15 14.20
C 12.66 11.90 13.03
N 11.04 14.00 14.75
C 9.65 14.36 14.72
C 9.02 14.84 15.86
C 7.70 15.30 15.87
C 6.96 15.14 14.73
C 7.58 14.60 13.62
C 8.89 14.28 13.55
C 9.41 13.71 12.24
H 8.38 18.33 13.25
H 9.77 18.55 14.34
H 8.97 17.03 14.24
H 8.77 18.27 11.00
H 10.12 17.63 9.00
H 12.10 16.14 9.37
H 12.81 15.50 11.68
H 11.04 16.57 14.61
H 13.75 15.40 14.06
H 16.05 12.73 17.21
H 15.78 10.60 16.32
H 14.20 10.02 14.43
H 13.12 11.06 12.44
H 12.48 12.75 12.41
H 11.72 11.50 13.39
H 9.68 14.87 16.72
H 7.28 15.77 16.78
H 5.89 15.41 14.75
H 6.99 14.49 12.70
H 8.68 13.04 11.79
H 10.36 13.21 12.39
H 9.60 14.56 11.54
Ge 9.64 14.47 19.87
C 9.61 16.31 19.13
C 8.47 17.04 18.89
C 8.50 18.22 18.20
C 9.70 18.72 17.78
C 10.90 18.09 18.09
C 10.84 16.85 18.73
C 9.54 14.53 21.81
C 9.79 15.74 22.45
C 9.77 15.78 23.82
C 9.44 14.61 24.55
C 9.19 13.38 23.91
C 9.27 13.36 22.54
H 10.99 13.74 19.43
H 7.48 16.64 19.13
H 7.56 18.72 17.99
H 9.78 19.66 17.22
H 11.88 18.47 17.73
H 11.76 16.30 18.82
H 10.02 16.67 21.93
H 9.93 16.66 24.41
H 9.37 14.63 25.63
H 8.97 12.44 24.45
H 9.14 12.38 22.05
C 8.22 9.61 15.80
C 8.10 10.94 15.11
C 9.48 11.04 14.40
O 10.40 10.39 15.30
C 9.72 9.31 15.90
H 7.85 8.80 15.21
H 7.74 9.51 16.72
H 7.92 11.77 15.76
H 7.33 11.04 14.34
H 9.86 12.00 14.14
H 9.40 10.42 13.48
H 10.00 9.22 16.97
H 9.94 8.40 15.33
```

Here are the Löwdin charges for atoms 1 to 99, given in e: 0.58, -0.07, -0.14, -0.05, 0.12, 0.09, -0.47, 0.11, -0.16, -0.02, -0.07, -0.32, 0.03, 0.02, 0.10, -0.12, -0.32, -0.01, -0.07, -0.06, -0.12, 0.03, 0.08, 0.10, 0.09, 0.09, 0.12, 0.13, 0.11, 0.10, 0.11, 0.11, -0.01, -0.19, -0.07, -0.11, -0.12, -0.03, -0.21, 0.13, -0.40, 0.12, -0.30, -0.07, -0.22, -0.15, -0.12, -0.27, -0.04, 0.16, -0.24, -0.05, -0.11, -0.10, -0.08, -0.24, -0.01, 0.07, 0.08, 0.02, 0.11, 0.10, 0.10, 0.10, 0.12, 0.11, 0.07, 0.08, 0.11, 0.09, 0.05, 0.04, 0.09, 0.09, 0.11, 0.12, 0.08, 0.05, 0.09, 0.72, -0.35, -0.16, -0.11, -0.11, -0.07, -0.10, -0.33, -0.14, -0.11, -0.08, -0.08, -0.14, -0.01, 0.10, 0.11, 0.11, 0.12, 0.08, 0.11